Entry 1:
Formula: C14H17N2O4PS
Source: the Open Molecules 2025 dataset
Level of theory: ωB97M-V/def2-TZVPD

The max |F| comes out at 0.041 Eh/bohr. The value obtained for the HOMO energy is 0.3 eV. The total charge is -2. The value obtained for the LUMO energy is 3.9 eV. The total energy comes out at -1693.67095 Ha.

Last column: natural (NBO) charge in e.
Geometry (Å):
1 C -5.20 1.43 1.07  -0.62
2 C -4.02 1.12 0.15  -0.04
3 C -3.15 2.13 -0.22  -0.17
4 C -2.06 1.82 -1.03  -0.21
5 C -1.86 0.51 -1.45  -0.04
6 C -0.62 0.22 -2.29  -0.40
7 C 0.28 -0.89 -1.69  -0.33
8 C -0.19 -2.24 -2.05  0.31
9 N -0.71 -3.26 -2.23  -0.36
10 C 0.52 -0.72 -0.18  -0.61
11 C -0.24 -1.68 0.65  0.30
12 N -0.77 -2.40 1.38  -0.39
13 P 2.37 -0.89 0.16  0.89
14 C 2.89 -2.59 -0.38  -0.95
15 C 2.68 -0.82 1.96  -0.97
16 C -2.75 -0.49 -1.09  -0.20
17 C -3.84 -0.18 -0.29  -0.21
18 H -4.89 1.18 2.09  0.22
19 H -6.07 0.82 0.84  0.21
20 H -5.43 2.49 1.09  0.21
21 H -3.31 3.15 0.11  0.20
22 H -1.37 2.61 -1.29  0.22
23 H -0.85 0.02 -3.34  0.22
24 H 0.01 1.12 -2.26  0.23
25 H 1.27 -0.78 -2.16  0.27
26 H 0.25 0.27 0.18  0.29
27 H 3.87 -2.47 -0.84  0.24
28 H 2.19 -3.00 -1.12  0.22
29 H 2.97 -3.29 0.45  0.22
30 H 3.33 0.04 2.16  0.35
31 H 3.22 -1.73 2.25  0.22
32 H 1.77 -0.79 2.57  0.22
33 H -2.62 -1.52 -1.40  0.23
34 H -4.51 -0.99 -0.01  0.21
35 O 3.90 2.29 1.35  -1.15
36 S 5.37 2.35 1.64  2.56
37 O 6.09 2.93 0.47  -1.12
38 O 5.85 0.95 1.89  -1.14
39 O 5.61 3.19 2.85  -1.12



Entry 2:
Formula: C14H17N3O2S
Source: the Open Molecules 2025 dataset
Level of theory: ωB97M-V/def2-TZVPD

The max |F| comes out at 0.034 Eh/bohr. The value obtained for the HOMO energy is -8.1 eV. Its energy above the lowest of the compared OMol25 structures with the same formula, charge and spin is 56.9 kcal/mol. The value obtained for the LUMO energy is 0.3 eV. The total energy comes out at -1256.60460 Ha.

Last column: natural (NBO) charge in e.
Geometry (Å):
1 C 5.15 2.25 1.00  -0.61
2 C 4.48 2.14 -0.36  -0.39
3 C 3.34 1.13 -0.35  -0.52
4 C 3.85 -0.29 -0.30  0.71
5 O 5.02 -0.57 -0.39  -0.59
6 N 2.91 -1.30 -0.16  -0.45
7 C 3.42 -2.67 -0.05  -0.42
8 C 1.55 -1.23 -0.09  0.24
9 N 0.84 -2.30 0.10  -0.31
10 N -0.46 -2.11 0.12  -0.25
11 C -0.83 -0.89 -0.06  0.03
12 C -2.20 -0.43 -0.08  -0.07
13 C -3.23 -1.35 0.11  -0.15
14 C -4.55 -0.94 0.10  -0.31
15 C -4.86 0.40 -0.10  0.32
16 O -6.12 0.91 -0.12  -0.49
17 C -7.21 0.03 0.06  -0.25
18 C -3.83 1.32 -0.29  -0.26
19 C -2.52 0.91 -0.28  -0.18
20 S 0.54 0.21 -0.29  0.30
21 H 4.44 2.55 1.76  0.20
22 H 5.95 2.99 0.98  0.21
23 H 5.58 1.29 1.28  0.22
24 H 4.09 3.12 -0.65  0.20
25 H 5.22 1.84 -1.10  0.22
26 H 2.74 1.25 -1.26  0.24
27 H 2.69 1.32 0.51  0.23
28 H 4.51 -2.62 -0.13  0.24
29 H 3.01 -3.28 -0.86  0.21
30 H 3.13 -3.10 0.90  0.22
31 H -2.97 -2.39 0.27  0.24
32 H -5.32 -1.68 0.25  0.22
33 H -8.10 0.66 0.00  0.20
34 H -7.25 -0.73 -0.72  0.18
35 H -7.18 -0.45 1.04  0.18
36 H -4.09 2.36 -0.44  0.23
37 H -1.73 1.64 -0.42  0.21